Formula: C6H11N
Source: the Open Molecules 2025 dataset
Level of theory: ωB97M-V/def2-TZVPD

The geometry in XYZ format:
```
18
Properties=species:S:1:pos:R:3:forces:R:3
C -1.3079 -2.1649 0.2360 1.530 -3.072 -0.328
C -0.2103 -2.4285 -0.4983 0.950 -1.549 -1.741
N 0.4882 -1.5367 -1.4075 -2.669 1.300 -2.317
C 1.1047 -0.4239 -0.7803 -1.208 1.226 2.770
C 0.2518 0.4764 0.1532 0.101 -3.052 -2.095
C 0.5318 1.7271 0.2337 -1.567 2.509 1.667
C -0.2479 2.6756 1.1430 -0.536 0.708 -1.924
H -2.0596 -1.4687 0.0211 -0.338 1.641 0.042
H -1.5777 -2.9491 0.9465 -0.244 0.086 -0.316
H 0.3064 -3.5068 -0.7388 -1.395 2.464 1.996
H -0.1748 -0.9805 -2.0796 0.917 -2.054 1.335
H 1.8007 -0.6704 -0.0464 1.877 -1.493 0.840
H 1.6036 0.1912 -1.4570 0.759 0.870 -1.483
H -0.5120 -0.0961 0.6784 0.175 0.802 0.306
H 1.2755 2.2228 -0.3721 0.259 -0.143 -0.153
H -0.6858 3.4558 0.4371 0.275 -0.727 1.065
H -1.0531 2.2939 1.7954 0.510 -0.287 -0.566
H 0.4664 3.1830 1.7357 0.603 0.772 0.902
```
Forces are in eV/Å.

Properties
Charge: 0
Lowest unoccupied orbital energy, eV: 1.03
Relative energy (zero: lowest compared OMol25 entry of this formula, charge and spin), kcal per mole: 78.9
Spin multiplicity: 1
Maximum force, eV Å⁻¹: 3.766
Frontier orbital gap, hartree: 0.3672
SMILES: C=CNC/C=C/C

***

Formula: ClO4S
Source: the Open Molecules 2025 dataset
Level of theory: ωB97M-V/def2-TZVPD

The geometry in XYZ format:
```
6
Properties=species:S:1:pos:R:3:forces:R:3
S -2.9484 12.8226 4.0817 -5.809 -1.540 -1.516
O -3.4478 11.5768 4.6825 -1.821 0.152 0.059
O -3.3651 12.9433 2.6043 -0.269 0.296 0.666
O -3.3679 14.0355 4.8074 -0.973 1.461 0.509
O -1.5818 12.6823 4.1500 9.017 0.532 -0.261
Cl -3.3904 9.1912 6.3708 -0.144 -0.901 0.543
```
Forces are in eV/Å.

Properties
Charge: -4
Lowest unoccupied orbital energy (alpha / beta), eV: 10.83 / 10.80
Spin multiplicity: 2
Maximum force, eV Å⁻¹: 9.037
Frontier orbital gap (alpha / beta), hartree: 0.1190 / 0.1570

***

Formula: C6H6N4O
Source: the Open Molecules 2025 dataset
Level of theory: ωB97M-V/def2-TZVPD

The geometry in XYZ format:
```
17
Properties=species:S:1:pos:R:3:forces:R:3
O -2.8146 -0.2297 -0.8269 3.216 -0.919 1.916
C -1.7929 -0.0022 0.1785 -2.155 1.552 0.357
N -1.9900 1.0081 1.0343 -1.386 -4.295 -2.079
N -0.8983 1.6642 1.3490 1.094 3.630 -0.134
C 0.0805 1.6990 0.4729 1.164 1.418 1.810
C 0.6334 0.4953 -0.0202 -0.704 0.512 -0.159
C 0.7459 -0.6433 1.0430 -0.972 -0.207 -3.715
C 1.4928 -1.7200 0.2896 1.351 -0.817 2.405
N 0.9609 -2.2590 -0.7388 0.117 1.672 0.608
N -0.2384 -1.5412 -0.9938 1.347 -1.025 0.147
C -0.4722 -0.5839 0.0585 -0.805 -1.193 -1.061
H -3.6243 0.0573 -0.4254 -0.812 0.536 0.438
H 0.5065 2.7228 0.3188 0.224 -1.208 0.385
H 1.1542 0.4259 -0.9632 0.662 0.121 0.196
H 0.7236 -0.4319 2.1058 0.158 0.040 -0.244
H 2.4674 -2.0491 0.7342 -0.974 0.003 -0.859
H -0.8474 -2.3039 -1.1921 -1.525 0.180 -0.010
```
Forces are in eV/Å.

Properties
Charge: 0
Lowest unoccupied orbital energy (alpha / beta), eV: 0.22 / 0.22
Relative energy (zero: lowest compared OMol25 entry of this formula, charge and spin), kcal per mole: 134.2
Spin multiplicity: 1
Maximum force, eV Å⁻¹: 4.969
Frontier orbital gap (alpha / beta), hartree: 0.3093 / 0.3094
SMILES: OC1=NN=C[C@H]2[C@@H]3C=NN[C@]123

***

Formula: C23H18N6O2S
Source: the Open Molecules 2025 dataset
Level of theory: ωB97M-V/def2-TZVPD

The geometry in XYZ format:
```
50
Properties=species:S:1:pos:R:3:forces:R:3
N 0.2201 3.8330 -2.8309 -0.138 0.913 1.092
C -0.5099 4.2702 -2.0274 -0.233 -1.352 -0.509
N -1.6256 4.5062 -1.3536 -1.893 1.501 0.844
C -2.0306 3.9712 -0.2226 1.411 -1.230 -3.214
N -1.1314 3.2470 0.5018 1.887 2.938 -0.516
C -1.2620 1.8827 0.6114 -0.164 -3.816 0.074
C -0.0215 1.1298 0.0315 -0.596 -1.099 1.959
C 0.9249 0.6587 1.0230 -0.402 2.325 -1.980
C 2.0306 -0.0007 0.5622 1.930 -3.097 -2.268
C 2.1247 -0.4234 -0.8563 -2.707 0.807 0.717
S 3.4432 -1.4692 -1.5633 0.748 -1.546 -2.282
O 4.7382 -0.9456 -1.2926 0.910 1.002 1.617
O 3.3191 -1.7215 -3.0187 -1.694 0.216 2.514
C 3.3258 -3.0446 -0.5821 0.198 1.630 -1.618
C 2.2268 -3.8379 -0.8924 -0.853 -2.598 1.482
N 1.8898 -4.9260 -0.1804 0.878 1.883 -1.129
C 2.6982 -5.1992 0.8915 0.967 1.629 -0.750
C 2.2940 -6.2247 1.7136 1.672 0.582 2.274
C 3.1116 -6.5101 2.8186 -1.618 0.099 -1.586
C 4.3035 -5.9266 3.1138 1.978 3.028 -2.688
C 4.7743 -4.8493 2.2662 -2.692 -2.425 -0.226
C 3.9451 -4.4621 1.1579 0.956 -0.785 0.403
C 4.3413 -3.4025 0.2535 -3.464 -0.848 0.229
C 1.0024 -0.0870 -1.7324 4.943 -1.310 -1.497
C 0.0392 0.7337 -1.3203 -3.809 2.304 1.833
N -3.3345 3.7532 0.0763 1.554 0.223 0.447
C -4.4851 4.2493 -0.4375 -4.289 -0.641 -1.023
C -5.6178 3.9019 0.3435 0.029 0.496 1.139
C -6.9547 4.1629 0.0396 2.885 0.396 0.071
N -7.2390 4.8137 -1.1208 -2.001 -0.732 2.213
C -6.2525 5.0893 -1.9052 0.803 0.919 -0.688
C -4.8943 4.7510 -1.6529 0.417 0.728 -1.197
H -0.2234 3.3915 0.0462 -0.321 0.508 0.595
H -2.1893 1.5107 0.1706 0.076 -0.059 -0.739
H -1.4299 1.5931 1.6269 0.466 -0.406 0.999
H 0.9810 1.1491 2.0049 -0.532 -0.731 -0.209
H 2.8009 -0.4385 1.2522 -0.666 0.899 -0.663
H 1.7048 -3.6898 -1.8136 -0.599 0.395 -0.267
H 1.3046 -6.5802 1.6012 -0.615 -0.790 -0.221
H 2.8327 -7.2376 3.4955 -0.926 -1.647 1.141
H 4.9139 -6.3794 3.8540 0.481 0.131 0.759
H 5.7321 -4.4173 2.2943 1.048 0.497 0.562
H 5.1646 -2.7764 0.1217 1.840 0.562 0.895
H 1.1418 -0.2720 -2.8338 -0.322 -0.314 1.308
H -0.8534 1.0981 -1.9445 1.771 -0.730 0.550
H -3.5449 2.9662 0.6714 0.565 0.343 0.497
H -5.3555 3.5485 1.3448 -0.466 -0.212 -0.094
H -7.5611 3.9630 0.9317 -0.985 0.179 -1.227
H -6.5724 5.7640 -2.7502 0.905 -1.164 0.472
H -4.2405 4.8834 -2.4878 0.667 0.403 -0.090
```
Forces are in eV/Å.

Properties
Charge: 0
Lowest unoccupied orbital energy, eV: -0.80
Spin multiplicity: 1
Maximum force, eV Å⁻¹: 5.329
Frontier orbital gap, hartree: 0.3029
SMILES: N#C/N=C(\NCc1ccc(S(=O)(=O)c2cnc3ccccc3c2)cc1)Nc1ccncc1

***

Formula: C25H22F9IrN4OS3Te
Source: the Open Molecules 2025 dataset
Level of theory: ωB97M-V/def2-TZVPD

The geometry in XYZ format:
```
66
Properties=species:S:1:pos:R:3:forces:R:3
Ir -0.0602 -0.2439 -0.0324 -3.096 2.309 1.365
S 1.2585 1.1682 4.1636 -0.229 -0.441 -0.514
C 1.2167 -0.5489 4.2214 -0.083 0.297 -0.062
C 0.8158 -1.1109 3.0459 0.024 -0.151 0.201
C 0.5203 -0.1599 2.0400 0.424 0.230 -1.531
C 0.7339 1.1278 2.5028 0.035 -0.697 0.479
C 0.5526 2.3094 1.7122 -0.020 0.445 -0.091
C 0.4702 3.5973 2.2527 0.006 -0.173 -0.231
C 0.2306 4.6698 1.4193 0.079 -0.137 -0.163
C 0.0849 4.4421 0.0547 0.109 -0.192 0.159
C 0.1862 3.1426 -0.4100 -0.064 0.367 -0.466
N 0.4210 2.1054 0.3873 -0.124 -1.411 -0.009
H 1.4771 -1.0500 5.1357 0.080 -0.084 0.108
H 0.7134 -2.1718 2.9027 0.075 -0.002 0.010
H 0.5673 3.7322 3.3173 0.011 0.008 0.139
H 0.1641 5.6688 1.8221 -0.038 0.085 0.034
H -0.0936 5.2482 -0.6385 -0.038 0.025 -0.071
H 0.0653 2.9285 -1.4630 -0.026 -0.079 0.022
F -2.7980 3.5318 -2.2812 0.167 0.140 -0.009
C -3.9041 3.0439 -1.6959 0.142 0.038 -0.138
F -4.5155 2.2772 -2.6041 -0.114 -0.194 -0.023
F -4.6998 4.0937 -1.4600 -0.182 0.014 0.219
C -3.5675 2.2910 -0.4350 -0.040 0.092 0.246
C -4.2628 2.5253 0.7394 0.210 -0.143 -0.256
C -3.9006 1.8436 1.8952 0.244 -0.103 -0.084
C -2.7912 1.0151 1.8411 -0.217 0.011 0.706
N -2.1263 0.7902 0.7228 1.317 -0.632 -1.008
C -2.5149 1.3580 -0.4298 -0.203 0.141 -0.185
S -1.6162 0.8447 -1.7992 0.716 -0.896 0.078
H -5.0731 3.2385 0.7491 -0.081 0.021 -0.009
H -4.4543 1.9700 2.8122 0.082 0.003 0.075
H -2.4155 0.5125 2.7201 0.042 -0.071 0.137
C -0.1407 -2.1257 -3.5486 0.249 0.036 0.080
C 1.1790 -1.7011 -2.8953 -0.223 -0.912 -0.172
O 1.0404 -0.7357 -1.9476 0.113 0.977 0.831
C 2.1253 -1.1281 -3.9789 0.078 0.318 0.104
F 2.4402 -1.9952 -4.9346 0.043 -0.332 -0.011
F 3.2781 -0.6889 -3.4246 0.138 -0.088 -0.253
F 1.5802 -0.0672 -4.5738 -0.333 0.236 -0.057
C 1.8696 -2.9417 -2.2663 0.062 -0.111 0.157
F 1.9395 -3.9908 -3.0804 0.016 -0.182 -0.348
F 1.1972 -3.3449 -1.1769 -0.314 -0.011 0.198
F 3.1198 -2.6810 -1.8394 0.029 -0.130 -0.132
H -0.6271 -1.2486 -3.9699 0.013 0.023 0.016
H -0.7859 -2.5492 -2.7824 -0.025 -0.025 -0.030
H 0.0338 -2.8571 -4.3341 -0.060 -0.046 -0.044
C 2.7850 1.7336 -1.8944 -0.032 -0.188 0.114
Te 2.9430 0.0680 -0.5757 0.142 0.830 0.863
C 3.9593 1.3244 0.8815 -0.215 -0.187 -0.138
H 3.7241 1.8219 -2.4352 0.051 -0.023 0.038
H 2.5893 2.6297 -1.3163 0.080 0.020 0.078
H 1.9789 1.5331 -2.5893 -0.080 -0.063 -0.030
H 3.3863 2.2125 1.1370 -0.148 -0.005 -0.076
H 4.9101 1.6307 0.4533 0.071 0.014 -0.168
H 4.1636 0.7594 1.7836 -0.077 -0.169 0.108
S -1.6462 -2.3190 -0.1674 0.978 1.369 -0.548
C -1.5092 -3.5894 0.9364 -0.143 -0.065 -0.719
N -1.9876 -4.8090 0.5007 0.243 0.106 0.616
C -2.0131 -5.8834 1.3203 0.011 0.305 0.172
C -1.5519 -5.7542 2.6016 0.052 0.122 -0.079
C -1.0437 -4.4963 2.9756 -0.259 -0.143 -0.590
N -1.0348 -3.4579 2.1623 0.277 -0.265 0.707
H -2.3159 -4.8640 -0.4575 0.064 -0.036 0.081
H -2.4036 -6.8053 0.9203 -0.049 -0.040 -0.095
H -1.5667 -6.5845 3.2851 0.007 -0.101 0.034
H -0.6357 -4.3244 3.9608 0.031 -0.057 0.171
```
Forces are in eV/Å.

Properties
Charge: +1
Lowest unoccupied orbital energy (alpha / beta), eV: -3.95 / -4.46
Spin multiplicity: 2
Maximum force, eV Å⁻¹: 4.096
Frontier orbital gap (alpha / beta), hartree: 0.2347 / 0.2255

***

Formula: C4H7NO3
Source: the Open Molecules 2025 dataset
Level of theory: ωB97M-V/def2-TZVPD

The geometry in XYZ format:
```
15
Properties=species:S:1:pos:R:3:forces:R:3
C -2.2662 0.4206 -0.0728 -2.246 1.137 -1.567
C -1.1585 -0.6400 -0.2162 -1.688 -0.340 -1.141
C 1.2566 -0.5005 0.3092 0.953 -2.864 4.278
C 2.4689 0.4862 0.3036 -0.898 2.219 -1.654
H -0.9027 1.5222 0.1885 3.667 0.174 0.156
H -1.2593 -1.1216 0.7419 1.044 -0.305 0.670
H -1.8722 -1.3585 -0.7976 2.373 0.679 -0.066
H 0.4625 -0.3799 -1.7575 -0.744 0.798 4.452
H 1.7909 -1.5645 0.0715 -1.320 2.110 0.898
H 0.7470 -0.5293 1.4779 1.478 -0.187 -3.361
H 3.2881 1.0502 1.3830 -2.377 -2.051 -3.076
N 0.2329 -0.1536 -0.6317 -2.078 -1.277 -2.828
O -1.7837 1.7293 0.0615 -4.233 -1.931 -0.130
O -3.4618 0.1047 -0.2229 3.700 1.436 0.967
O 2.4573 0.9346 -0.8385 2.370 0.402 2.402
```
Forces are in eV/Å.

Properties
Charge: 0
Lowest unoccupied orbital energy, eV: 0.31
Relative energy (zero: lowest compared OMol25 entry of this formula, charge and spin), kcal per mole: 127.2
Spin multiplicity: 1
Maximum force, eV Å⁻¹: 5.236
Frontier orbital gap, hartree: 0.3740